{
  "formula": "C14H21N",
  "method": "ωB97M-V with the def2-TZVPD basis set",
  "species": ["N", "C", "C", "C", "C", "C", "C", "C", "C", "C", "C", "C", "C", "C", "C", "H", "H", "H", "H", "H", "H", "H", "H", "H", "H", "H", "H", "H", "H", "H", "H", "H", "H", "H", "H", "H"],
  "positions_angstrom": [[3.044438, -0.090704, -0.362224], [0.240985, -3.095149, -0.736183], [-0.243153, 2.299939, -2.363432], [1.345278, 0.367807, -1.820200], [1.272980, -3.305574, 0.191227], [2.310612, -2.400913, 0.278348], [2.478105, 0.829118, -1.248121], [-1.390771, 1.288892, 3.334181], [1.236737, -1.005147, -1.387402], [-3.151712, 0.795592, 1.548276], [-1.658161, 0.998858, 1.868516], [0.229225, -1.959816, -1.519958], [0.535403, 1.052310, -2.868802], [-0.846148, -0.199123, 1.390782], [2.297592, -1.267946, -0.518888], [-0.617802, -3.747951, -0.822911], [-0.659164, -1.750368, -2.105543], [-0.968640, -0.434527, 0.335759], [-3.425115, -0.260718, 1.566156], [-0.207164, 0.386498, -3.317664], [-3.778030, 1.363414, 2.233168], [1.206405, 1.367085, -3.668011], [4.042528, -0.260195, -0.387229], [-0.314761, 1.501392, 3.454924], [-1.236913, 2.302904, -2.808470], [-1.008632, -1.077395, 2.017760], [-3.374285, 1.144631, 0.540066], [3.044952, -2.506147, 1.072014], [-0.263637, 2.396125, -1.276464], [-1.934284, 2.135197, 3.748428], [-1.319300, 1.869170, 1.289076], [0.234151, 3.230845, -2.693522], [2.876708, 1.833945, -1.240067], [1.276901, -4.205593, 0.791523], [-1.500320, 0.398306, 3.951252], [0.224990, 0.005235, 1.533623]],
  "forces_ev_per_a": [[0.1, -1.0, -0.6], [0.0, 0.3, -0.1], [0.5, 0.4, -0.4], [0.7, -0.6, -0.6], [0.0, -0.3, -0.7], [0.3, -0.2, 0.7], [0.2, 0.7, 0.6], [1.3, -0.2, 0.1], [-0.3, -0.2, 0.1], [0.3, 0.1, -0.1], [-0.4, 0.0, -0.5], [-0.5, 0.1, 0.1], [-0.6, 0.7, 0.3], [1.0, 0.3, 0.5], [-0.6, 0.5, 0.5], [0.2, -0.3, 0.2], [0.1, 0.0, -0.2], [-0.3, -0.1, 0.1], [-0.1, 0.0, 0.3], [0.3, -0.2, 0.1], [-0.1, -0.1, 0.1], [-0.1, -0.1, -0.1], [0.0, 0.6, 0.3], [-0.2, 0.2, -0.1], [-0.1, 0.1, 0.3], [-0.4, -0.1, -0.2], [0.0, 0.0, -0.1], [0.1, -0.1, -0.2], [-0.3, -0.4, 0.0], [-0.2, -0.1, -0.1], [0.0, 0.0, 0.1], [0.0, -0.2, -0.1], [0.1, 0.0, -0.4], [0.0, 0.1, 0.2], [-0.6, -0.1, 0.1], [-0.1, 0.1, -0.2]],
  "energy_ev": -16348.688,
  "smiles": "CCc1c[nH]c2ccccc12.CC(C)C",
  "lumo_energy_ev": 0.91,
  "de_lowest_ev": 0.2035,
  "e_homo_ev": -8.0,
  "multiplicity": 1
}

=====

{
  "formula": "C22H32Cl2N4RuSSeSi2",
  "method": "ωB97M-V with the def2-TZVPD basis set",
  "species": ["Ru", "Se", "Cl", "Cl", "S", "Si", "Si", "N", "N", "N", "N", "C", "C", "C", "C", "C", "C", "C", "C", "C", "C", "C", "C", "C", "C", "C", "C", "C", "C", "C", "C", "C", "C", "H", "H", "H", "H", "H", "H", "H", "H", "H", "H", "H", "H", "H", "H", "H", "H", "H", "H", "H", "H", "H", "H", "H", "H", "H", "H", "H", "H", "H", "H", "H", "H"],
  "positions_angstrom": [[-0.706768, -0.188400, 0.400362], [1.389414, 0.723728, -0.596831], [0.418015, -2.090233, 2.319486], [-2.376695, -1.756638, 1.594124], [-0.916930, -2.069320, -0.989003], [-2.056264, 1.308365, 1.625769], [-1.739153, 1.140074, -1.364785], [3.050513, -1.326791, 0.640419], [3.126283, 0.567119, 1.688408], [-0.721335, -3.042186, -3.458397], [0.359180, -1.168021, -3.249670], [5.476678, -2.409017, 3.227028], [3.933560, -1.492323, 1.707509], [0.626051, -1.534552, -4.645719], [-2.575400, 2.659370, -0.643365], [-2.718029, 2.755655, 0.738625], [-0.392765, -2.057034, -2.629900], [4.786184, -0.090071, 3.500926], [-3.736623, 4.768555, -0.867801], [-3.881217, 4.851993, 0.517430], [-3.095323, 3.682685, -1.441412], [-3.058469, 0.177317, -2.288799], [-1.237131, -2.581896, 2.699661], [5.527928, -1.179835, 3.906598], [-0.240151, 1.387597, 2.240224], [-0.272445, -2.776294, -4.833053], [-3.382784, 3.842003, 1.319293], [-0.598186, 1.938764, -2.660149], [-3.187857, 0.854885, 3.022998], [2.807257, -2.346212, -0.373071], [4.681531, -2.593142, 2.114847], [3.983630, -0.278376, 2.380489], [2.574470, -0.075241, 0.647727], [0.357696, 1.520571, -2.971878], [-3.774523, -0.298774, -1.616188], [-1.129552, -2.571291, -5.473011], [4.651368, -3.537546, 1.589168], [3.739027, -2.558413, -0.894905], [-1.209159, 2.011791, -3.566196], [0.535542, 1.742157, 1.573542], [-1.390778, -3.751527, -3.209095], [-0.499861, 2.265982, 2.854083], [2.953962, 1.541666, 1.880416], [-3.388694, 1.785843, 3.563834], [-3.005147, 3.643116, -2.521682], [-4.146944, 0.494428, 2.650598], [-3.511109, 3.909243, 2.394230], [2.065075, -1.968615, -1.070669], [0.362994, -0.722240, -5.318503], [-0.378069, 2.957327, -2.333433], [2.434535, -3.251516, 0.101427], [6.171641, -1.085871, 4.770339], [0.273257, -3.625227, -5.235394], [0.721438, -0.357905, -2.777949], [0.121260, 0.626024, 2.928497], [6.082217, -3.230575, 3.584191], [-1.476304, -2.282004, 3.712747], [1.681435, -1.770885, -4.774211], [-4.132599, 5.554461, -1.497444], [-3.610781, 0.901556, -2.895986], [-1.339218, -3.648656, 2.542023], [-2.791270, 0.134781, 3.738444], [-4.384499, 5.700551, 0.960540], [-2.663906, -0.587036, -2.959859], [4.833797, 0.856035, 4.022354]],
  "forces_ev_per_a": [[0.0, -0.1, 0.1], [-0.2, 0.1, 0.0], [0.1, -0.1, 0.1], [-0.1, 0.0, -0.1], [0.1, 0.0, -0.1], [-0.2, 0.1, -0.3], [0.1, -0.1, 0.0], [0.0, 0.0, -0.1], [-0.1, 0.1, -0.1], [0.0, 0.0, 0.0], [-0.1, -0.1, -0.1], [0.0, 0.0, 0.0], [0.0, 0.0, 0.0], [0.0, -0.1, 0.0], [0.0, 0.1, -0.2], [0.0, 0.1, 0.1], [0.0, 0.1, 0.0], [0.0, 0.0, 0.0], [0.0, 0.0, 0.1], [0.0, -0.1, -0.1], [0.0, 0.0, -0.1], [0.0, 0.1, 0.0], [0.1, 0.0, 0.0], [0.0, 0.0, 0.0], [0.3, -0.3, 0.0], [0.0, 0.0, 0.0], [0.0, 0.1, 0.1], [0.0, 0.1, 0.0], [0.2, 0.0, 0.2], [0.0, 0.1, 0.0], [0.0, 0.1, 0.0], [0.0, 0.0, 0.0], [0.1, -0.1, 0.1], [-0.1, -0.1, 0.0], [0.0, 0.0, 0.0], [0.0, 0.0, 0.0], [0.0, 0.0, 0.0], [0.0, 0.0, 0.0], [0.0, 0.1, 0.0], [0.1, 0.2, 0.1], [0.0, 0.0, 0.0], [-0.1, 0.0, 0.0], [0.0, 0.0, 0.0], [0.0, 0.0, 0.0], [0.0, 0.0, 0.0], [0.0, 0.0, 0.0], [0.0, 0.0, 0.0], [0.0, 0.0, 0.0], [0.0, 0.0, 0.0], [0.0, 0.0, 0.0], [0.0, 0.0, 0.0], [0.0, 0.0, 0.0], [0.0, 0.0, 0.0], [0.2, 0.0, 0.1], [0.0, 0.1, 0.0], [0.0, 0.0, 0.0], [0.0, 0.0, 0.0], [0.0, 0.0, 0.0], [0.0, 0.0, 0.0], [0.0, 0.0, 0.0], [0.0, 0.0, 0.0], [0.0, 0.0, 0.0], [0.0, 0.0, 0.0], [0.0, 0.0, 0.0], [0.0, 0.0, 0.0]],
  "energy_ev": -148846.765,
  "lumo_energy_ev": -6.31,
  "de_lowest_ev": 0.0000,
  "charge": 2,
  "e_homo_ev": -14.0,
  "multiplicity": 1
}

=====

{
  "formula": "C39H46BInN2O7S",
  "method": "ωB97M-V with the def2-TZVPD basis set",
  "species": ["In", "S", "O", "O", "O", "O", "O", "O", "O", "N", "N", "C", "C", "C", "C", "C", "C", "C", "C", "C", "C", "C", "C", "C", "C", "C", "C", "C", "C", "C", "C", "C", "C", "C", "C", "C", "C", "C", "C", "C", "C", "C", "C", "C", "C", "C", "C", "C", "C", "C", "B", "H", "H", "H", "H", "H", "H", "H", "H", "H", "H", "H", "H", "H", "H", "H", "H", "H", "H", "H", "H", "H", "H", "H", "H", "H", "H", "H", "H", "H", "H", "H", "H", "H", "H", "H", "H", "H", "H", "H", "H", "H", "H", "H", "H", "H", "H"],
  "positions_angstrom": [[-0.054376, 0.068174, 1.819426], [0.625363, 3.442379, 1.157387], [0.820010, 1.232612, -6.997446], [-0.050721, 2.169646, 1.706092], [-1.749040, -1.210474, -4.665919], [-2.113685, 0.884907, -3.656567], [-2.055318, -0.065369, 0.979645], [-0.162551, 0.643228, -5.072630], [-4.280570, 0.052491, 1.476970], [-1.355991, 0.177341, 3.584858], [2.517919, -1.133656, -5.269468], [4.735144, -1.884097, 1.599663], [1.310128, -1.982914, -7.147591], [2.994873, -3.054093, 0.451422], [2.785808, 1.160212, 6.062656], [3.854119, -1.560992, 2.588096], [-3.098586, 0.081796, 1.810524], [4.362927, 2.763798, 5.138195], [0.628105, 0.365892, -6.182815], [2.868870, -2.566479, -5.199600], [-0.869492, -0.660820, 7.729030], [-3.714015, 0.672966, 4.085404], [1.150535, -1.036019, -5.967343], [-2.528260, -2.261605, -2.691120], [0.260481, -0.285422, 5.459650], [-2.670447, 0.315283, 3.211733], [-0.395918, 3.200035, -1.301520], [2.436170, -1.730497, 2.445918], [0.931591, 2.941491, -0.649355], [2.305158, -3.046944, -6.606204], [-3.350629, 0.151999, -3.436576], [1.301810, -1.125723, 3.208456], [2.065967, -2.612883, 1.394442], [1.512087, -0.511724, 4.616483], [0.224961, -0.733837, 6.816281], [-2.047638, -0.090942, 7.278388], [-1.054632, 0.117590, 4.938515], [2.483869, 0.644352, 4.763589], [4.091348, 2.242053, 3.869328], [-2.106848, 0.293979, 5.878690], [3.725708, 2.153795, 6.253494], [-3.384677, 0.831509, 5.399892], [-1.124220, 4.418042, -0.698582], [-4.163977, -2.062461, -4.556487], [4.343863, -2.637746, 0.507424], [-0.765829, 4.567007, 0.814653], [3.201065, 1.190467, 3.670097], [-2.979601, -1.363467, -3.830854], [-3.830475, 0.412006, -1.981916], [-4.476579, 0.763992, -4.282019], [-1.334960, 0.082599, -4.465155], [1.131397, -1.226375, 7.142651], [3.211970, -0.645823, -5.894131], [1.780993, -3.969395, -6.401839], [2.317247, -3.043847, -4.430386], [0.607759, -2.013213, 3.291202], [5.746305, -1.663789, 1.763878], [-4.700394, 0.693052, 3.672658], [1.332142, 1.942559, -0.710768], [2.261570, 0.796204, 6.947110], [-2.178059, 4.248402, -0.845183], [4.629118, 2.649645, 3.046054], [0.306988, -2.406629, -7.321174], [-0.884380, 5.322487, -1.264434], [-4.997518, -2.071392, -3.846534], [1.669826, -1.487815, -8.092807], [-4.058961, 1.237300, 6.161209], [5.073968, 3.645478, 5.191418], [-4.454483, 1.851310, -4.037804], [3.930190, -2.720122, -5.160852], [1.035727, -2.977009, 1.264707], [-1.081394, 2.309842, -1.185622], [-4.557832, -0.370659, -1.674026], [-1.622014, -1.877119, -2.174875], [2.453114, -0.656254, -4.381887], [-4.207478, 0.629190, -5.357837], [2.040274, -1.366279, 5.132437], [2.704355, -3.582703, -0.428119], [0.394720, -1.555649, -5.314950], [4.275810, -1.275824, 3.541138], [-2.986302, 0.496749, -1.286311], [-0.741517, -1.000866, 8.733676], [-4.490104, -1.544232, -5.488842], [3.914972, 2.602469, 7.230606], [-1.577788, 4.280681, 1.510407], [-3.868413, -3.076747, -4.855071], [-4.432104, 1.403813, -1.968531], [1.639097, 3.744032, -1.041753], [-2.882595, 0.057997, 7.977193], [-0.221660, 3.484836, -2.387523], [-5.426508, 0.285259, -4.112299], [-3.427340, -2.517551, -2.118776], [-0.421649, 5.547129, 1.066999], [2.961473, 0.869191, 2.690060], [-2.216717, -3.210192, -3.087248], [3.144537, -3.263915, -7.262059], [5.052812, -2.997707, -0.288993]],
  "forces_ev_per_a": [[-0.2, -1.3, -0.2], [-0.2, -2.0, -0.2], [0.4, -2.1, 0.6], [0.4, 2.6, 0.0], [-0.5, 0.8, -0.3], [0.6, -0.9, -1.2], [-1.0, -0.1, 0.0], [-0.2, 0.1, -0.5], [0.3, 0.0, -0.3], [0.1, 0.5, 0.7], [-0.2, 1.6, -1.1], [-0.3, -1.2, -0.6], [0.4, 0.2, -0.7], [1.1, 1.2, 0.4], [-0.2, -0.4, -0.6], [-1.9, 0.3, 0.9], [1.9, 0.0, -0.3], [0.1, -0.2, -0.1], [-1.6, 2.1, 1.7], [-0.9, -0.1, -2.7], [0.8, 0.5, -1.8], [1.5, -0.4, 0.1], [-0.1, -1.9, -0.3], [-0.1, 0.4, 0.0], [-2.7, -0.7, 0.7], [-1.6, 0.0, 0.0], [-1.2, -0.5, -1.3], [0.5, -0.7, -0.2], [0.2, 3.2, 0.6], [0.2, -0.3, 0.8], [-1.0, -0.2, 1.2], [0.1, -1.1, 0.2], [0.3, 0.0, -0.5], [0.6, -1.4, 0.5], [0.0, 0.3, -0.7], [0.9, 0.4, -1.5], [0.9, -0.8, 0.2], [1.0, 1.0, 0.0], [0.1, 0.0, 1.0], [-1.3, 0.4, 1.6], [0.6, 1.5, -0.9], [0.2, -0.2, 0.9], [0.4, -0.1, 0.4], [0.9, 0.6, -0.8], [-0.5, -0.7, -1.1], [-0.2, -0.9, -0.9], [-0.9, 0.3, 1.9], [-0.3, 0.2, 0.2], [-0.6, 0.7, -0.3], [2.0, 0.5, -1.5], [-0.1, 0.7, 0.0], [0.1, 0.0, 0.3], [-0.7, -0.3, 0.9], [0.0, -0.3, -0.2], [-0.2, -0.2, 1.0], [0.2, 1.2, 0.3], [1.4, 0.2, 0.1], [-0.4, 0.5, -0.1], [0.1, -0.2, 0.3], [0.1, -0.1, -0.4], [-0.4, 0.1, 0.2], [0.2, 0.3, -0.7], [0.6, 0.1, -0.3], [0.2, 0.0, 0.3], [0.1, -0.2, -0.2], [-0.3, -0.4, 1.0], [0.0, -0.4, -0.3], [-1.0, -1.3, 0.3], [-0.4, -0.8, -0.3], [0.4, 0.1, 0.5], [0.3, 0.5, 0.2], [0.9, 0.8, -0.4], [0.7, 0.4, 0.1], [-1.1, 0.1, 0.3], [0.3, 0.2, 0.6], [-0.4, 0.3, 0.5], [-0.3, 0.7, 0.0], [-0.5, -0.7, -0.2], [1.0, 0.7, -0.1], [-0.2, 0.7, 0.0], [-0.4, -0.4, 0.1], [0.0, -0.2, 0.4], [0.3, -0.3, 0.8], [-0.1, -0.4, -0.1], [0.5, -0.1, -0.4], [-0.2, 0.1, 0.3], [1.2, -1.6, 0.1], [-0.4, -1.2, 0.6], [0.2, 0.0, -0.7], [-0.4, -1.0, 1.0], [-0.3, 0.1, 0.3], [0.6, 0.4, 0.7], [0.2, 0.7, 0.1], [0.0, -0.4, -0.8], [0.2, -0.5, -0.6], [-0.2, 0.1, -0.2], [-0.7, 0.6, 1.0]],
  "energy_ev": -75184.779,
  "lumo_energy_ev": [-1.66, -1.59],
  "de_lowest_ev": 4.3406,
  "e_homo_ev": [-3.5, -4.3],
  "multiplicity": 1
}